DFT (wB97M-V/def2-TZVPD) results for a cluster of 2 separate species, C9H14O in total at a distorted geometry.

Calculated values
Gap between HOMO and LUMO in eV: 9.39
DFT total energy in eV: -11606.8171
SMILES: Cc1ccc(O)cc1.CC

Last column: Mulliken charge in e.
Cartesian coordinates (Å):
C1 -0.545 -0.521 1.937  -1.38
C2 -0.778 -0.329 0.475  0.83
C3 0.213 -0.139 -0.437  -0.32
C4 -0.111 0.294 -1.757  -0.49
C5 -1.417 0.299 -2.158  0.37
O1 -1.810 0.678 -3.403  -0.55
C6 -2.428 -0.192 -1.278  -0.42
C7 -2.127 -0.456 0.040  -0.66
H1 0.011 0.338 2.352  0.30
H2 -0.036 -1.424 2.274  0.33
H3 -1.429 -0.345 2.557  0.37
H4 1.262 -0.144 -0.173  0.27
H5 0.652 0.762 -2.364  0.37
H6 -2.613 1.204 -3.456  0.32
H7 -3.440 -0.194 -1.663  0.33
H8 -2.873 -0.958 0.642  0.35
C8 4.173 -0.232 3.002  -1.01
C9 3.147 0.447 2.107  -0.41
H9 4.347 -1.283 2.817  0.32
H10 5.158 0.212 2.828  0.30
H11 3.833 -0.124 4.032  0.27
H12 2.174 -0.024 2.197  -0.10
H13 3.470 0.538 1.066  0.31
H14 3.042 1.502 2.381  0.29